(1)
A molecular structure, C26H44BrN3OP2Sn, computed with wB97M-V/def2-TZVPD.

calculated total energy	-128627.4249	eV
multiplicity	1
molecular weight	675.22	g/mol
energy above the lowest of the compared OMol25 structures with the same formula, charge and spin	9.6	kcal/mol
largest force on an atom	3.1	eV/A
gap between HOMO and LUMO (spin up / spin down)	0.121 / 0.121	Ha
total charge	+2
E_LUMO (spin up / spin down)	-8.552 / -8.550	eV

CARTESIAN COORDINATES (ANGSTROEM)
P -2.538 -2.427 -3.152
C -0.207 -3.705 -3.922
C 1.449 -3.912 1.795
C 6.146 4.937 -0.413
C 6.657 2.254 -0.347
H -3.228 -5.102 -1.960
H 5.942 6.012 -0.428
H 1.077 -5.694 2.728
C 2.881 2.123 -0.961
H 4.463 0.833 -0.126
H -1.609 -0.574 3.224
H -3.525 3.727 -0.366
C 1.830 1.172 -0.579
H -3.678 2.077 1.440
N 1.341 -3.246 3.019
H -0.809 -3.435 -1.825
C -2.782 -0.625 -2.987
H -0.246 -1.948 -2.603
C -0.537 0.743 -0.756
H 1.312 -3.840 3.843
N 0.956 -5.213 1.850
H 8.557 2.924 0.482
H 0.455 0.664 3.637
H 0.614 1.584 -2.343
H 2.910 0.090 0.976
H 0.238 2.836 1.840
C 0.323 1.748 3.729
H 1.239 -5.748 1.046
C 4.263 1.682 -0.791
H -3.002 -2.758 -0.804
H -0.088 -3.103 -4.828
H 0.856 -0.694 2.108
H -3.483 1.820 3.793
C 7.579 3.214 0.089
H -0.831 -4.566 -4.183
C -0.450 2.394 2.578
H 1.993 -2.479 3.086
C 5.360 2.664 -0.739
Sn 3.188 0.836 -2.698
H -2.700 -0.403 -1.913
C -3.596 -2.965 -1.713
C -0.556 0.077 0.579
H -4.483 -2.311 -1.665
H -3.916 0.199 4.349
H 0.780 -4.072 -3.635
H -3.085 1.332 -0.037
C -0.810 -2.876 -2.772
C -2.589 3.421 0.114
H 1.326 2.179 3.787
H 4.212 4.474 -1.234
H -4.451 -4.705 -0.730
H -1.116 3.198 2.927
N 7.323 4.527 0.053
C -2.825 2.055 0.747
H -1.484 0.833 -1.285
H -4.387 -0.673 -4.469
H -3.086 -0.398 2.269
H -1.947 -0.143 -3.520
H 6.952 1.204 -0.338
H -4.860 -4.594 -2.443
O 1.827 -3.378 0.762
H -4.941 -0.329 -2.813
C 0.795 -0.051 1.228
H -4.104 0.931 -3.738
C 0.619 1.185 -1.320
C 5.150 4.056 -0.869
H -1.814 3.395 -0.659
C -3.075 0.833 4.041
H -0.170 1.927 4.690
H -2.422 0.952 4.910
C -2.355 0.156 2.875
C -4.136 -0.148 -3.538
C 1.924 0.378 0.597
P -1.524 1.251 1.703
C -4.055 -4.426 -1.717
H 2.628 3.189 -1.057
H -2.324 4.196 0.841
Br -1.340 -1.742 0.539

Atoms 1-2, force components in eV/Å:
-1.87 -0.92 -1.22
0.12 0.12 0.18

***

(2)
2 unconnected molecules or ions with the total composition C15H23O7P, computed with wB97M-V/def2-TZVPD.

calculated total energy	-39539.5921	eV
multiplicity	1
molecular weight	346.32	g/mol
energy above the lowest of the compared OMol25 structures with the same formula, charge and spin	165.0	kcal/mol
largest force on an atom	9.9	eV/A
gap between HOMO and LUMO	0.257	Ha
total charge	0
structure (SMILES)	C#CCC1=C([C@@H](C)CCC)C(=O)OC1=O.COP(=O)(OC)OC
E_LUMO	-2.530	eV

CARTESIAN COORDINATES (ANGSTROEM)
H 1.231 0.270 0.823
H -2.893 3.714 -5.427
H -1.438 5.051 -1.175
H 0.544 -3.782 3.153
H -4.188 0.421 -3.715
H 1.939 -1.847 4.463
H 3.610 -1.084 3.394
O -2.093 3.563 -3.129
C -3.888 3.879 -5.018
C 5.475 -1.124 2.170
O -2.694 3.425 -0.914
C 3.915 -3.220 0.239
C 3.842 -1.084 2.267
H -2.548 1.064 -4.044
C 2.048 -3.018 1.681
O 4.649 -2.866 -0.743
H 7.810 -0.324 2.148
C 1.949 -4.282 0.669
H -0.378 0.780 0.058
H -4.616 3.721 -5.815
H 0.084 -1.801 4.546
H 0.946 -0.582 3.460
H -3.991 4.897 -4.642
C 0.995 -1.692 3.822
H 3.467 -0.142 1.710
H -0.366 0.505 1.892
H 0.457 -1.820 -0.202
C 0.077 0.110 0.902
O -3.390 1.549 -2.187
O 0.950 -4.850 0.138
C 6.771 -0.842 2.157
O -4.160 2.938 -3.988
H -2.103 4.827 0.452
C -0.323 -1.417 0.547
C 0.801 -2.766 2.643
H -1.024 -3.358 1.444
C -0.577 -2.359 1.832
H -1.361 -1.918 2.574
H -1.331 -1.373 -0.044
P -3.412 3.169 -2.456
H -2.774 -0.271 -2.904
C -2.331 4.764 -0.615
H -3.153 5.444 -0.843
O 3.375 -4.554 0.490
C -3.212 0.657 -3.280
C 3.311 -2.370 1.465

Atoms 1-2, force components in eV/Å:
-2.08 -0.28 0.53
0.10 0.10 0.29